Record 1
A molecular structure, C29H83CuF2N6O15S2 in a non-equilibrium geometry. Source: the Open Molecules 2025 dataset; level of theory: ωB97M-V/def2-TZVPD.

```
138
Properties=species:S:1:pos:R:3:forces:R:3
Cu -0.571 -1.498 3.103 2.2 -1.3 0.4
N -0.422 -0.651 1.177 -0.2 -4.9 -3.0
S -0.620 0.583 0.348 2.5 8.4 0.0
O -1.947 1.068 0.287 -1.2 0.2 -1.3
O 0.397 0.910 -0.672 -2.2 -1.7 0.4
F -0.058 1.476 1.495 0.7 1.9 1.7
S -0.650 -1.573 -0.257 0.3 -8.1 0.2
O 0.549 -2.304 -0.718 -2.0 2.4 1.0
O -1.687 -1.336 -1.245 1.1 1.4 0.6
F -1.461 -2.760 0.544 0.8 0.5 -0.2
O 0.980 -2.942 2.746 -1.0 0.1 0.2
H 0.821 -3.460 1.933 0.0 0.5 0.3
O 1.429 -0.449 3.900 -1.5 -0.2 -0.2
H 1.358 0.504 3.695 0.2 -0.7 0.0
C -5.345 0.365 -2.470 -1.4 0.4 -0.5
C -5.176 -0.575 -1.311 -1.4 1.7 0.0
C -6.492 -0.694 -0.502 0.6 -1.4 0.8
O -4.930 -1.780 -1.963 0.4 -1.8 0.7
H -6.000 1.222 -2.318 0.8 0.8 0.5
H -6.024 -0.182 -3.123 0.5 -0.3 -0.6
H -4.369 0.548 -2.920 -0.3 0.4 -0.3
H -4.357 -0.162 -0.721 0.2 -0.7 0.5
H -6.685 0.037 0.283 0.1 0.7 -0.6
H -6.449 -1.590 0.118 0.4 -0.4 0.0
H -7.377 -0.925 -1.095 0.1 0.6 -0.4
H -4.014 -1.813 -2.247 0.3 0.0 0.1
C 1.989 1.806 -4.372 0.3 1.1 0.2
C 0.548 2.102 -4.727 0.8 -1.3 -1.1
C -0.221 0.863 -4.365 -1.0 -0.9 1.1
O -0.005 3.259 -4.162 0.1 0.4 -0.2
H 2.129 1.862 -3.292 0.2 -0.1 0.1
H 2.540 2.592 -4.889 0.7 -0.1 0.4
H 2.292 0.825 -4.735 0.0 0.1 0.0
H 0.648 2.321 -5.791 -0.9 -0.1 -0.3
H -0.378 1.004 -3.296 -0.9 0.1 0.2
H 0.270 -0.105 -4.268 0.9 0.2 -0.8
H -1.139 0.597 -4.890 -0.3 0.7 0.1
H 0.077 3.230 -3.206 0.1 -0.1 0.5
C 1.237 -3.890 -3.786 0.0 0.4 -0.7
C -0.211 -4.312 -3.442 0.4 3.2 0.2
C -1.290 -3.316 -3.967 0.9 0.1 0.6
O -0.486 -5.557 -3.888 0.2 -3.3 -1.0
H 1.358 -3.390 -4.747 -0.4 -0.4 -0.6
H 1.910 -4.748 -3.773 0.0 -0.1 0.1
H 1.646 -3.107 -3.147 -0.3 -0.3 0.7
H -0.160 -4.326 -2.353 -0.7 0.2 0.3
H -1.458 -3.413 -5.040 0.0 -0.5 -0.1
H -0.965 -2.281 -3.863 0.0 0.0 0.4
H -2.211 -3.461 -3.404 -0.1 0.1 -0.1
H -1.354 -5.714 -4.268 0.0 0.6 0.2
O 2.796 -0.829 1.018 0.1 0.0 0.4
H 2.010 -0.775 0.475 -0.2 -0.2 -0.1
H 3.521 -0.704 0.406 0.3 0.2 -0.4
C 3.429 -7.571 -0.616 1.1 0.2 0.6
C 1.928 -7.556 -0.429 0.7 0.7 1.1
C 1.491 -6.339 0.467 -0.1 -0.6 -0.8
O 0.147 -6.493 0.914 -0.7 -0.3 1.1
C -0.938 -6.071 0.087 2.1 -0.1 -2.1
N 1.279 -7.529 -1.711 -0.1 -0.5 -0.1
H 3.983 -7.525 0.322 -0.3 -0.2 0.5
H 3.842 -6.691 -1.108 -0.4 0.1 -0.6
H 3.819 -8.465 -1.102 -0.3 0.0 -0.3
H 1.657 -8.489 0.063 -0.2 0.0 0.2
H 1.661 -5.432 -0.113 -0.5 0.3 -0.5
H 2.145 -6.142 1.317 -0.3 -0.6 0.4
H -1.970 -6.180 0.418 0.5 0.4 1.1
H -0.929 -6.649 -0.837 -0.4 -0.5 -0.1
H -0.618 -5.123 -0.346 -0.9 0.8 0.5
H 0.292 -7.528 -1.501 0.0 0.1 -0.7
H 1.539 -6.657 -2.150 -0.4 0.2 -0.4
C -3.649 -4.998 3.903 -1.4 0.2 -0.4
C -2.991 -3.793 3.213 -1.2 0.3 -0.5
C -3.988 -2.547 3.032 1.0 0.0 -0.5
O -3.255 -1.488 2.390 -0.2 -0.5 0.7
C -3.798 -0.171 2.388 0.1 0.1 0.3
N -1.883 -3.329 4.004 0.6 0.7 0.6
H -4.296 -5.559 3.229 0.1 -0.1 -0.3
H -4.359 -4.633 4.646 0.1 0.1 0.4
H -3.010 -5.733 4.392 0.5 0.4 -0.2
H -2.563 -4.099 2.259 -0.3 0.2 -0.2
H -4.346 -2.266 4.023 0.3 0.2 0.4
H -4.899 -2.638 2.440 0.0 -1.0 -0.2
H -3.903 0.171 1.358 0.4 0.1 0.2
H -3.126 0.444 2.987 0.3 0.3 -0.4
H -4.760 0.023 2.863 -0.4 -0.9 0.2
H -1.231 -4.096 4.083 0.8 0.1 -0.4
H -2.202 -3.243 4.959 -0.2 0.4 0.4
C 2.438 3.548 3.827 -0.9 -0.7 0.2
C 1.205 3.605 4.816 -0.1 0.5 -2.4
C 0.204 4.665 4.288 0.5 0.7 1.1
O 0.779 6.003 4.231 -0.2 -1.9 -0.1
C -0.228 6.955 4.023 1.2 0.4 -0.7
N 0.500 2.291 4.818 0.8 1.1 0.8
H 3.081 2.686 4.005 0.3 0.3 0.7
H 2.989 4.477 3.680 0.0 0.0 0.6
H 2.100 3.285 2.824 -0.7 0.2 -0.2
H 1.473 3.954 5.813 0.3 -0.6 0.1
H -0.625 4.743 4.991 -0.2 -0.2 0.4
H -0.276 4.331 3.368 0.4 0.2 -0.6
H 0.341 7.803 3.642 -0.3 0.5 0.3
H -0.749 7.205 4.947 -0.4 -0.1 -0.1
H -0.853 6.653 3.183 -0.6 -0.1 0.2
H 0.302 1.974 3.879 0.0 0.2 -0.3
H -0.392 2.429 5.271 -0.2 -0.2 0.2
C 1.328 6.544 0.656 -0.7 -0.6 -0.7
C 0.360 5.890 -0.351 1.6 -0.3 1.3
C -0.116 4.537 0.122 0.8 -1.0 -0.4
O -0.554 3.715 -0.952 2.0 -1.0 0.3
C -1.817 3.881 -1.429 -1.1 1.5 -0.4
N -0.653 6.844 -0.480 -2.8 1.4 -1.0
H 1.471 7.572 0.323 0.5 -0.1 0.0
H 2.242 5.956 0.742 0.0 0.3 0.4
H 0.727 6.614 1.563 0.6 -0.2 0.5
H 0.870 5.729 -1.301 0.0 0.0 -0.2
H -0.846 4.546 0.932 -0.5 0.4 0.0
H 0.741 4.006 0.535 0.1 -0.2 0.0
H -1.870 4.831 -1.962 -0.4 0.5 -0.1
H -2.499 3.916 -0.580 -0.6 -0.3 -0.2
H -2.074 3.190 -2.232 0.1 -0.7 0.6
H -1.504 6.394 -0.789 -0.2 0.1 -0.6
H -0.971 7.209 0.406 0.5 0.2 0.5
C 3.319 2.285 0.202 1.1 0.4 -1.3
C 4.424 1.872 -0.891 0.0 -0.2 1.5
C 5.716 2.768 -0.894 -1.5 -0.4 -0.3
O 5.434 4.085 -1.305 0.7 0.1 2.7
C 5.433 4.330 -2.644 0.6 -0.4 -1.2
N 4.889 0.491 -0.748 0.2 -0.3 0.5
H 3.591 2.387 1.252 0.7 -0.7 -0.1
H 2.442 1.642 0.128 0.2 0.1 -0.1
H 3.079 3.315 -0.059 -0.4 0.1 -0.3
H 3.902 1.821 -1.847 0.1 0.8 -0.2
H 6.496 2.283 -1.481 -0.1 0.1 -0.9
H 6.213 2.735 0.075 -0.6 0.5 0.5
H 4.404 4.435 -2.987 0.1 0.1 -0.5
H 5.981 3.518 -3.121 -0.4 -0.3 -0.7
H 6.068 5.185 -2.878 -0.4 0.5 0.1
H 5.683 0.517 -0.124 0.1 -0.3 0.6
H 5.313 0.197 -1.616 -0.1 -0.1 -0.3
```
Positions in Å, forces in eV/Å.

Computed properties:
highest occupied orbital energy (alpha / beta): -5.485 / -4.366 eV
charge: -1
E_LUMO (alpha / beta): 0.0802 / 0.0585 hartree
2S+1: 2
orbital gap (alpha / beta): 7.67 / 5.96 eV

---

Record 2
11 unconnected molecules or ions with the total composition C29H85N5O11 in a non-equilibrium geometry. Source: the Open Molecules 2025 dataset; level of theory: ωB97M-V/def2-TZVPD.

```
130
Properties=species:S:1:pos:R:3:forces:R:3
C 9.875 11.048 20.619 0.0 -1.4 -0.3
O 10.474 9.852 21.162 -0.8 0.4 -0.3
C 11.817 9.706 20.764 0.0 0.8 0.4
C 12.356 8.407 21.337 1.8 -0.5 -0.2
C 13.926 8.471 21.276 -1.9 -1.7 -2.3
N 11.980 7.118 20.693 -0.2 0.4 0.1
H 10.239 11.931 21.105 0.3 0.6 0.4
H 8.778 11.028 20.649 0.4 -0.4 0.3
H 10.147 11.055 19.577 0.0 0.4 -0.7
H 11.958 9.775 19.673 -0.3 -0.3 -0.1
H 12.390 10.588 21.171 -0.1 -0.7 -0.1
H 12.059 8.375 22.397 -0.1 -0.1 -0.4
H 14.360 9.324 21.688 0.6 1.4 1.0
H 14.147 8.475 20.168 0.1 0.0 1.0
H 14.305 7.544 21.696 0.3 0.1 0.1
H 10.987 7.064 20.509 -0.1 0.1 0.2
H 12.448 6.847 19.816 0.0 0.8 0.6
C 14.940 11.310 18.384 -0.3 -0.3 0.4
O 14.886 12.722 18.444 0.5 -0.8 -0.7
C 14.469 13.140 19.696 0.1 3.4 -0.2
C 12.974 13.524 19.734 -0.2 -1.0 0.1
C 12.639 14.780 18.944 -1.2 -2.1 -1.1
N 12.455 13.616 21.103 0.2 -1.0 0.2
H 15.507 10.848 19.231 -0.3 0.5 -0.4
H 15.480 11.048 17.477 -0.5 -0.2 -0.2
H 13.895 10.910 18.455 0.8 -0.1 -0.4
H 14.566 12.344 20.380 0.6 -0.7 1.3
H 15.139 14.081 19.907 -1.2 -1.7 0.3
H 12.500 12.591 19.284 0.0 1.2 0.3
H 13.365 15.533 19.092 0.9 0.8 -0.2
H 11.658 15.176 19.231 0.2 -0.2 -0.1
H 12.566 14.363 17.905 0.4 1.4 0.7
H 13.060 14.222 21.665 -0.2 -0.4 0.0
H 12.448 12.646 21.487 0.2 1.3 0.1
C 13.417 14.888 8.285 -1.1 -1.4 0.9
O 12.811 14.545 9.553 0.8 -0.6 -0.3
C 12.438 13.176 9.453 1.2 -1.4 0.7
C 11.915 12.573 10.804 -0.1 1.3 -1.9
C 11.584 11.146 10.650 1.2 -2.0 -0.5
N 10.818 13.381 11.299 -0.6 -0.2 0.0
H 12.682 14.681 7.517 -0.4 0.6 -0.4
H 14.204 14.192 8.019 0.7 0.1 0.4
H 13.712 15.891 8.378 0.5 1.2 -0.3
H 11.788 13.150 8.591 -1.1 -0.6 0.0
H 13.298 12.507 9.153 -0.3 0.9 0.3
H 12.693 12.592 11.533 0.9 0.4 0.3
H 12.525 10.632 10.271 -1.1 0.3 0.6
H 10.789 10.831 9.982 -0.3 0.5 -0.3
H 11.328 10.741 11.623 0.1 -0.3 0.2
H 11.026 14.289 10.890 -0.8 0.3 0.3
H 9.955 12.988 10.900 0.2 0.7 0.2
C 7.467 14.909 23.080 1.3 0.5 0.2
O 7.780 15.254 21.744 -0.7 0.2 0.1
C 8.344 14.230 20.973 1.6 -0.1 -0.4
C 8.105 14.551 19.508 -0.4 -0.9 -1.5
C 6.649 14.181 19.038 1.1 0.9 2.4
N 9.055 13.810 18.619 0.6 -0.3 1.4
H 6.679 14.181 23.147 -0.4 -0.6 -0.1
H 7.115 15.820 23.601 0.4 -0.4 -0.3
H 8.404 14.511 23.554 -0.9 0.3 0.0
H 9.463 14.161 21.157 -0.9 0.2 -0.1
H 7.973 13.240 21.186 -0.6 -0.4 0.4
H 8.328 15.603 19.402 -0.4 0.6 0.0
H 6.446 14.515 18.034 -0.3 0.4 -0.1
H 6.015 14.584 19.866 -0.1 0.1 -1.2
H 6.538 13.114 19.080 0.1 -0.6 -0.1
H 9.981 13.792 19.121 -1.1 0.1 -1.3
H 9.099 14.277 17.710 0.4 0.0 0.3
C 10.196 8.218 17.375 -0.2 -1.4 0.8
O 11.543 7.888 17.135 1.5 0.5 -1.7
C 11.951 8.207 15.739 0.3 0.7 2.1
C 13.410 7.792 15.477 -0.5 0.7 0.5
C 14.356 8.753 16.209 -0.6 -1.3 0.9
N 13.652 7.849 14.059 1.0 -1.7 -0.3
H 9.581 7.376 16.969 0.0 0.8 0.3
H 9.924 9.150 16.928 -0.3 0.7 -0.4
H 10.052 8.302 18.483 0.1 -0.2 -0.9
H 11.288 7.736 15.053 -0.6 -0.6 -0.6
H 11.870 9.303 15.621 -0.1 -0.2 0.0
H 13.421 6.774 15.862 0.6 -0.3 -0.1
H 13.971 9.744 15.938 0.6 0.1 0.4
H 15.416 8.602 15.938 -0.5 0.2 -0.1
H 14.254 8.491 17.287 0.1 0.8 -0.5
H 14.649 7.888 13.817 -0.7 0.0 0.3
H 13.181 8.583 13.613 -0.6 1.3 -0.7
C 9.952 16.888 13.980 -2.1 0.8 -0.2
C 8.950 15.767 14.339 0.5 0.7 0.4
O 9.412 15.052 15.473 -0.7 0.5 0.6
H 10.931 16.510 13.902 1.1 -0.4 0.4
H 9.860 17.807 14.586 0.3 -0.7 0.2
H 9.711 17.238 12.984 -0.2 0.1 -0.5
H 8.946 15.077 13.481 -0.6 0.2 0.1
H 7.936 16.183 14.603 0.9 -0.5 -0.6
H 10.030 14.404 15.132 0.4 -0.7 -0.2
C 13.296 15.891 13.635 0.3 1.4 0.1
C 14.547 15.342 13.095 2.3 -1.7 0.5
O 14.308 14.234 12.154 0.6 1.6 1.2
H 12.638 15.102 13.944 -0.2 -0.3 0.8
H 12.807 16.364 12.805 -0.6 0.7 -0.4
H 13.568 16.681 14.393 -0.7 -0.9 -0.5
H 15.147 14.902 13.923 -0.3 0.0 -0.5
H 15.234 16.125 12.702 -0.6 -0.5 -0.3
H 13.821 14.683 11.465 -0.4 -0.3 -1.0
C 11.900 12.458 16.182 -1.1 -0.6 -1.0
C 11.844 12.289 14.663 -0.1 -0.3 -0.5
O 10.744 13.084 14.154 0.6 -0.4 0.5
H 12.023 13.492 16.431 0.6 0.4 0.2
H 12.596 11.758 16.634 0.4 0.3 0.1
H 10.909 12.203 16.568 -0.1 -0.1 0.1
H 11.666 11.206 14.437 0.1 0.7 0.0
H 12.796 12.573 14.159 -0.5 -0.1 0.4
H 10.770 13.182 13.176 0.2 -0.1 -0.1
C 7.928 11.010 16.266 0.7 0.2 -0.7
O 7.674 11.364 17.599 -0.1 -0.5 0.6
H 7.372 11.720 15.633 0.3 -0.3 -0.3
H 9.042 11.108 16.051 -1.3 -0.3 -0.1
H 7.564 9.967 15.994 0.5 1.1 0.7
H 8.206 12.144 17.869 0.0 -0.2 -0.2
C 7.662 11.873 12.640 -1.2 -0.7 1.2
O 7.587 12.073 11.270 -0.6 0.1 -1.3
H 6.992 11.064 12.987 -0.1 0.3 -0.2
H 8.620 11.547 12.959 1.2 0.0 -0.1
H 7.408 12.783 13.160 0.0 0.3 0.5
H 6.650 12.280 11.086 0.8 -0.1 -0.1
C 16.220 11.305 13.889 0.3 -0.9 -0.1
O 15.073 11.505 13.112 -0.1 -1.8 0.2
H 17.147 11.480 13.330 -0.1 -0.2 0.0
H 16.290 11.875 14.804 -0.3 0.5 0.3
H 16.126 10.261 14.186 0.6 -0.1 0.1
H 14.917 12.409 13.023 -0.5 2.5 -0.6
```
Positions in Å, forces in eV/Å.

Computed properties:
highest occupied orbital energy: -8.980 eV
charge: 0
E_LUMO: 0.0180 hartree
SMILES: COC[C@H](C)N.COC[C@H](C)N.COC[C@H](C)N.COC[C@H](C)N.COC[C@H](C)N.CCO.CCO.CCO.CO.CO.CO
orbital gap: 9.47 eV